No. 1
The following is a quantum chemistry calculation of a single C2H3N2OP molecule at a distorted geometry, from OMol25.

## Properties
Highest occupied orbital energy (alpha / beta) = -8.1 / -8.3 eV
Total charge = 0

Geometry (Å):
C -0.006 -0.423 0.481
C 0.657 -0.302 1.507
N -0.682 -0.449 -0.612
N -1.470 0.547 -1.046
O -2.121 0.231 -2.239
P -1.825 2.141 -0.597
H -0.733 2.142 0.477
H 0.771 -0.379 2.536
H -1.793 -0.648 -2.485

***

No. 2
The following is a quantum chemistry calculation of a gas-phase ion, C7H9N (charge -1) at a distorted geometry, from OMol25.

## Properties
<S²> = 0.78
Highest occupied orbital energy (alpha / beta) = -2.0 / -2.0 eV
2S+1 = 2
Total charge = -1

Geometry (Å):
C -0.988 -1.011 0.692
C -1.111 -0.892 2.057
N -0.868 0.227 2.713
C 0.512 -0.010 -1.066
C -0.377 0.094 -0.114
C -1.032 1.432 0.236
C 2.353 -0.368 -2.878
C 1.824 -0.087 -1.543
H -1.161 -1.929 0.146
H -1.744 -1.595 2.613
H -1.279 0.282 3.661
H -1.592 1.849 -0.541
H -1.831 1.281 0.892
H -0.325 2.040 0.686
H 1.892 -1.022 -3.762
H 3.255 0.099 -3.018
H 2.470 -0.389 -0.772

***

No. 3
The following is a quantum chemistry calculation of a molecular structure, C21H36F15KO15PS5 at a distorted geometry, from OMol25.

## Properties
Highest occupied orbital energy = -1.4 eV
Total charge = -3

Geometry (Å):
K -2.118 2.982 1.200
C -1.263 -3.921 -4.252
C -1.796 -3.280 -2.947
C -0.817 -2.283 -2.353
C 0.407 -3.029 -1.795
P 1.499 -1.980 -0.800
C 0.479 -0.902 0.259
C 1.315 -0.103 1.278
C 0.386 0.937 1.852
C 0.765 1.538 3.173
C 2.791 -2.902 0.099
C 2.567 -3.146 1.612
C 2.912 -4.595 1.967
C 1.832 -5.598 1.497
C 2.383 -0.920 -1.992
C 3.167 -1.800 -2.988
C 4.627 -1.377 -3.205
C 5.266 -2.099 -4.397
H -2.084 -4.464 -4.723
H -0.390 -4.570 -4.154
H -0.965 -3.188 -5.011
H -1.912 -4.147 -2.293
H -2.754 -2.841 -3.212
H -1.274 -1.641 -1.598
H -0.513 -1.562 -3.118
H 1.021 -3.502 -2.561
H 0.103 -3.799 -1.074
H -0.252 -1.496 0.811
H 0.009 -0.189 -0.425
H 2.250 0.332 0.915
H 1.639 -0.741 2.105
H -0.650 0.597 1.838
H 0.313 1.665 1.045
H 0.190 2.461 3.306
H 1.766 1.983 3.186
H 0.550 0.906 4.031
H 3.722 -2.435 -0.226
H 2.813 -3.872 -0.413
H 1.519 -2.974 1.843
H 3.239 -2.517 2.189
H 2.915 -4.725 3.054
H 3.924 -4.857 1.649
H 2.003 -6.607 1.861
H 1.838 -5.629 0.403
H 0.878 -5.174 1.808
H 3.089 -0.396 -1.345
H 1.684 -0.269 -2.511
H 2.693 -1.897 -3.973
H 3.179 -2.873 -2.750
H 5.113 -1.679 -2.272
H 4.713 -0.301 -3.351
H 4.762 -1.788 -5.313
H 5.143 -3.184 -4.353
H 6.330 -1.868 -4.409
C -2.437 1.722 5.876
F -3.085 0.810 5.163
F -2.750 1.529 7.157
F -1.131 1.503 5.696
S -2.890 3.452 5.286
O -2.619 3.389 3.856
O -4.260 3.602 5.711
O -2.008 4.335 6.048
C -5.360 5.904 0.972
F -5.677 5.606 -0.296
F -6.248 6.839 1.370
F -5.505 4.831 1.729
S -3.616 6.637 1.042
O -2.755 5.520 0.696
O -3.640 7.678 0.010
O -3.562 7.189 2.391
C 2.540 3.326 0.076
F 1.761 2.531 -0.662
F 3.103 2.546 1.024
F 3.531 3.750 -0.744
S 1.657 4.843 0.837
O 0.348 4.311 1.167
O 2.495 5.206 1.981
O 1.690 5.784 -0.267
C -3.753 -1.212 0.113
F -3.835 -2.556 0.093
F -2.679 -0.883 -0.568
F -4.855 -0.784 -0.487
S -3.770 -0.487 1.878
O -4.008 0.951 1.661
O -4.886 -1.198 2.490
O -2.471 -0.814 2.434
C -0.889 1.289 -3.551
F -1.589 0.210 -3.911
F 0.319 0.821 -3.165
F -0.723 2.079 -4.601
S -1.735 2.231 -2.128
O -1.154 3.560 -2.101
O -3.145 2.236 -2.482
O -1.415 1.436 -0.961

***

No. 4
The following is a quantum chemistry calculation of a molecular structure, C23H13BrCrF6N4O11S4, from OMol25.

## Properties
<S²> = 3.77
Highest occupied orbital energy (alpha / beta) = -5.7 / -5.8 eV
2S+1 = 4
Total charge = -1

Geometry (Å):
Cr -1.070 -0.109 -0.303
F -4.126 -1.083 -2.138
C -4.694 -1.817 -1.200
F -4.480 -3.102 -1.436
F -6.009 -1.593 -1.212
S -4.039 -1.380 0.474
O -2.588 -1.425 0.368
O -4.649 -2.319 1.349
N -4.586 0.075 0.729
S -3.833 1.385 0.325
O -3.660 2.309 1.392
O -2.699 1.164 -0.582
C -5.050 2.182 -0.805
F -5.374 1.374 -1.809
F -6.152 2.499 -0.132
F -4.515 3.295 -1.303
Br 5.521 -1.053 -1.373
C 5.081 0.477 -0.352
C 4.227 0.349 0.734
C 3.888 1.476 1.467
C 4.391 2.723 1.102
C 5.290 2.821 0.048
C 5.625 1.702 -0.697
N 4.125 3.959 1.798
N 2.992 4.285 2.190
C 1.853 3.448 1.941
C 1.172 2.977 3.036
C 0.175 1.995 2.939
C -0.165 1.484 1.703
O -1.017 0.514 1.495
C 0.452 2.070 0.557
N 0.048 1.555 -0.637
C 0.542 2.010 -1.760
C 1.468 3.068 -1.769
C 1.915 3.584 -0.584
C 1.434 3.066 0.641
H 3.806 -0.615 0.984
H 3.209 1.373 2.302
H 5.712 3.790 -0.189
H 6.305 1.779 -1.534
H 1.481 3.329 4.013
H -0.301 1.594 3.823
H 0.216 1.522 -2.670
H 1.836 3.439 -2.715
H 2.638 4.388 -0.579
O 0.678 -2.265 -3.016
S -0.676 -2.288 -2.544
O -1.688 -2.799 -3.432
O -1.110 -0.915 -2.076
C -0.689 -3.442 -1.132
C -1.542 -4.525 -1.329
C -1.601 -5.576 -0.429
C -0.798 -5.569 0.697
C 0.046 -4.494 0.916
C 0.110 -3.437 0.018
S 1.222 -2.131 0.525
O 1.054 -1.984 1.947
O 2.548 -2.439 0.066
O 0.679 -0.952 -0.235
H -2.166 -4.530 -2.211
H -2.283 -6.396 -0.615
H -0.835 -6.383 1.410
H 0.655 -4.443 1.809

***

No. 5
The following is a quantum chemistry calculation of 2 unconnected molecules or ions with the total composition C5H11N2OS at a distorted geometry, from OMol25.

## Properties
Highest occupied orbital energy = -13.3 eV
Total charge = +1

Geometry (Å):
C -2.292 0.532 0.421
C -1.660 0.124 -0.890
C -0.231 -0.363 0.731
C 0.934 -1.165 1.402
C 0.594 -1.033 -1.346
N -1.222 0.289 1.377
N -0.373 -0.401 -0.532
O -3.328 0.981 0.613
S 1.720 2.372 -0.415
H -2.085 -0.691 -1.510
H -1.591 1.053 -1.582
H 0.653 -2.143 1.127
H 0.927 -1.183 2.507
H 1.997 -0.978 1.137
H 0.475 -0.805 -2.449
H 1.598 -0.755 -1.077
H 0.612 -2.111 -1.214
H -1.363 0.273 2.326
H 2.913 2.452 -0.791
H 1.722 3.552 0.167

***

No. 6
The following is a quantum chemistry calculation of 4 unconnected molecules or ions with the total composition C32H66BrO8S at a distorted geometry, from OMol25.

## Properties
Highest occupied orbital energy = -11.3 eV
Total charge = +1

Geometry (Å):
C 2.181 -2.436 7.580
O 3.378 -1.668 7.485
C 4.056 -1.842 6.250
C 3.812 -0.683 5.210
C 2.470 0.092 5.403
C 1.293 -0.653 4.696
C -0.127 -0.087 5.057
C -0.339 1.410 4.653
C -1.219 2.233 5.656
C -2.759 2.038 5.495
C -3.365 2.625 4.163
C -4.155 1.516 3.353
C -3.059 0.550 2.768
S -3.731 -0.720 1.627
Br -4.793 -2.185 2.889
C -2.212 -1.579 0.986
C -1.218 -0.599 0.257
C 0.237 -1.047 0.626
C 1.290 0.079 0.394
C 1.076 1.322 1.354
C 1.897 2.511 0.754
C 2.561 3.459 1.809
O 2.599 2.925 3.136
C 2.200 3.910 4.084
H 2.101 -3.254 6.832
H 1.292 -1.779 7.458
H 2.190 -2.919 8.584
H 3.869 -2.827 5.763
H 5.146 -1.830 6.490
H 3.922 -1.042 4.158
H 4.636 0.055 5.364
H 2.606 1.097 4.934
H 2.251 0.291 6.478
H 1.444 -0.768 3.597
H 1.301 -1.702 5.092
H -0.325 -0.220 6.148
H -0.861 -0.769 4.549
H 0.669 1.890 4.652
H -0.723 1.544 3.617
H -0.959 1.855 6.676
H -0.905 3.297 5.621
H -3.236 2.612 6.326
H -3.095 0.984 5.645
H -2.604 3.066 3.481
H -4.098 3.421 4.398
H -4.770 1.972 2.544
H -4.780 0.900 4.040
H -2.619 0.002 3.633
H -2.307 1.184 2.251
H -2.465 -2.473 0.384
H -1.689 -1.937 1.908
H -1.350 -0.752 -0.838
H -1.405 0.476 0.445
H 0.476 -1.922 -0.022
H 0.339 -1.406 1.676
H 2.330 -0.271 0.587
H 1.287 0.427 -0.667
H 0.007 1.620 1.428
H 1.407 0.986 2.354
H 2.706 2.090 0.119
H 1.200 3.092 0.105
H 3.624 3.620 1.497
H 2.089 4.469 1.851
H 1.141 4.223 3.899
H 2.223 3.493 5.114
H 2.875 4.791 4.056
O 3.706 -1.071 -1.881
C 3.267 -1.897 -2.638
O 1.959 -2.192 -2.604
C 1.293 -2.994 -3.595
C 1.388 -4.469 -3.261
C 4.172 -2.671 -3.556
H 1.661 -2.769 -4.591
H 0.250 -2.688 -3.577
H 2.423 -4.815 -3.261
H 0.827 -5.062 -3.984
H 0.989 -4.660 -2.263
H 4.549 -3.548 -3.030
H 5.010 -2.034 -3.832
H 3.695 -2.977 -4.486
O -0.009 -1.841 -5.746
C 0.205 -0.654 -5.681
O -0.330 0.069 -4.689
C 0.035 1.429 -4.410
C -0.788 2.397 -5.235
C 0.987 0.047 -6.757
H 1.108 1.580 -4.533
H -0.178 1.583 -3.351
H -0.609 2.266 -6.303
H -0.547 3.427 -4.969
H -1.853 2.230 -5.069
H 0.307 0.347 -7.556
H 1.723 -0.649 -7.156
H 1.542 0.913 -6.401
O -4.212 2.162 -8.433
C -4.197 0.983 -8.208
O -3.075 0.414 -7.737
C -3.006 -0.929 -7.237
C -2.748 -1.915 -8.355
C -5.381 0.114 -8.533
H -3.895 -1.179 -6.654
H -2.167 -0.949 -6.543
H -3.563 -1.922 -9.080
H -2.632 -2.924 -7.957
H -1.841 -1.645 -8.898
H -5.308 -0.218 -9.569
H -6.286 0.707 -8.413
H -5.485 -0.749 -7.877

***

No. 7
The following is a quantum chemistry calculation of 5 unconnected molecules or ions with the total composition C29H62N2O12P3S at a distorted geometry, from OMol25.

## Properties
Highest occupied orbital energy = -3.7 eV
Total charge = -1

Geometry (Å):
C -0.205 2.759 -4.497
C -0.070 1.318 -4.005
O 1.005 0.940 -3.639
N -1.179 0.398 -4.019
C -1.636 0.245 -5.408
C -2.285 0.874 -3.183
C -1.881 1.098 -1.727
C -1.452 -0.212 -0.993
C 0.061 -0.291 -0.681
P 0.416 -0.874 1.118
C 0.551 -1.464 2.944
C 0.452 -2.986 3.122
C 1.766 -3.808 3.246
C 1.642 -4.713 4.505
C 3.067 -3.013 3.387
N 1.209 -2.497 0.512
C 2.284 -2.543 0.012
S 3.630 -2.628 -0.897
P 2.319 0.312 1.198
O 3.402 -0.116 2.167
P -0.736 0.912 1.916
O 0.010 1.476 3.340
O -0.618 2.233 0.874
H -1.214 3.165 -4.422
H 0.496 3.355 -3.917
H 0.119 2.797 -5.541
H -2.239 1.112 -5.730
H -2.221 -0.671 -5.477
H -0.762 0.188 -6.060
H -3.128 0.182 -3.229
H -2.621 1.852 -3.586
H -2.743 1.487 -1.171
H -1.101 1.858 -1.624
H -1.698 -1.019 -1.695
H -2.081 -0.377 -0.117
H 0.478 -0.997 -1.408
H 0.572 0.653 -0.906
H -0.861 -1.570 1.086
H -0.384 -1.079 3.382
H 1.350 -0.978 3.505
H -0.201 -3.440 2.369
H -0.090 -3.140 4.068
H 1.830 -4.506 2.405
H 1.518 -4.028 5.357
H 2.555 -5.278 4.703
H 0.743 -5.333 4.486
H 2.995 -2.162 4.062
H 3.490 -2.693 2.436
H 3.820 -3.683 3.828
H 2.916 0.503 -0.089
H 1.939 1.646 1.539
H -0.227 2.400 3.436
H -1.377 2.781 1.099
O -3.351 3.028 1.663
C -3.999 4.037 1.602
O -4.835 4.336 2.610
C -5.516 5.587 2.722
C -6.808 5.596 1.932
C -3.957 4.925 0.381
H -4.857 6.413 2.450
H -5.735 5.699 3.783
H -6.628 5.469 0.865
H -7.342 6.535 2.078
H -7.450 4.774 2.250
H -4.643 4.527 -0.366
H -2.947 4.904 -0.021
H -4.202 5.967 0.579
O 8.784 -5.867 -3.587
C 8.266 -4.802 -3.801
O 7.353 -4.327 -2.945
C 6.823 -2.993 -3.009
C 5.659 -2.902 -3.973
C 8.564 -4.030 -5.064
H 7.613 -2.276 -3.237
H 6.477 -2.768 -2.002
H 5.962 -3.139 -4.995
H 5.233 -1.899 -3.961
H 4.883 -3.613 -3.693
H 7.936 -4.413 -5.866
H 9.608 -4.193 -5.323
H 8.419 -2.957 -4.972
O 7.797 -8.426 2.552
C 7.821 -7.404 1.917
O 8.129 -7.454 0.613
C 8.018 -6.325 -0.266
C 9.264 -5.467 -0.217
C 7.591 -6.064 2.574
H 7.111 -5.757 -0.055
H 7.902 -6.734 -1.267
H 9.428 -5.048 0.777
H 9.189 -4.647 -0.930
H 10.142 -6.066 -0.461
H 8.528 -5.722 3.013
H 6.857 -6.194 3.365
H 7.206 -5.300 1.903
O -9.289 8.330 0.187
C -10.191 7.787 0.762
O -9.977 6.582 1.319
C -10.909 5.929 2.183
C -11.943 5.145 1.402
C -11.576 8.386 0.801
H -11.362 6.642 2.874
H -10.313 5.245 2.785
H -12.550 5.797 0.772
H -12.606 4.606 2.080
H -11.453 4.426 0.745
H -12.102 8.119 -0.114
H -11.476 9.468 0.848
H -12.169 8.081 1.661

***

No. 8
The following is a quantum chemistry calculation of a molecular structure, C23H41FeN2OP3 at a distorted geometry, from OMol25.

## Properties
<S²> = 8.79
Highest occupied orbital energy (alpha / beta) = -17.1 / -17.2 eV
2S+1 = 6
Total charge = +3

Geometry (Å):
Fe 0.370 -1.412 -0.560
P -1.810 0.060 -0.948
P -0.582 -2.211 1.247
P 0.646 -1.440 -2.741
H 1.806 0.168 1.552
C 2.334 -0.389 0.774
C 2.308 0.114 -0.514
H 1.770 1.058 -0.715
C -2.703 1.217 0.174
C -3.222 -1.063 -1.333
C -1.810 1.164 -2.424
C 0.638 -2.688 2.517
C -1.977 -1.608 2.238
C -1.175 -3.830 0.601
C 1.146 0.060 -3.664
C -0.778 -2.173 -3.633
C 1.962 -2.591 -3.253
H 3.023 -1.186 1.056
H 2.975 -0.259 -1.308
H -2.221 2.202 0.159
H -2.717 0.855 1.206
H -3.739 1.327 -0.182
H -3.441 -1.711 -0.471
H -2.997 -1.694 -2.203
H -4.107 -0.445 -1.549
H -1.028 1.923 -2.297
H -2.781 1.674 -2.496
H -1.631 0.612 -3.353
H 0.889 -3.751 2.405
H 0.223 -2.498 3.515
H 1.551 -2.093 2.392
H -2.451 -2.468 2.747
H -2.732 -1.107 1.613
H -1.612 -0.893 2.995
H -1.536 -4.423 1.450
H -0.333 -4.334 0.106
H -1.986 -3.663 -0.119
H 1.064 -0.142 -4.741
H 2.189 0.287 -3.409
H 0.528 0.925 -3.404
H -0.385 -2.692 -4.517
H -1.509 -1.417 -3.939
H -1.269 -2.911 -2.983
H 1.706 -3.029 -4.226
H 2.039 -3.382 -2.494
H 2.915 -2.049 -3.317
C 3.290 -3.840 -0.075
C 3.571 -4.525 1.122
C 4.730 -5.289 1.223
C 5.635 -5.366 0.156
C 5.388 -4.624 -1.005
C 4.253 -3.829 -1.116
O 1.977 -3.432 -0.285
H 1.780 -2.268 -0.399
H 2.853 -4.470 1.931
H 4.933 -5.838 2.144
H 6.530 -5.989 0.227
H 6.085 -4.663 -1.838
H 4.066 -3.236 -2.005
N -2.532 5.882 3.320
C -1.882 5.002 2.868
C -1.091 3.933 2.314
C -0.471 4.072 1.068
C 0.307 3.009 0.587
N 0.430 1.872 1.267
C -0.153 1.725 2.455
C -0.926 2.741 3.024
H -0.568 4.989 0.483
H 0.830 3.106 -0.370
H -0.005 0.780 2.983
H -1.376 2.588 4.004

***

| no. | molar mass (g mol⁻¹) | E (a.u.) |
| --- | --- | --- |
| 1 | 102.0 | -603.8921 |
| 2 | 107.2 | -326.6979 |
| 3 | 1043.9 | -6380.7983 |
| 4 | 895.5 | -7741.5740 |
| 5 | 147.2 | -779.8006 |
| 6 | 690.8 | -4832.6646 |
| 7 | 755.8 | -3576.8373 |
| 8 | 510.4 | -3372.3596 |